1.
This record from the OMol25 dataset describes a structure of composition C43H46FIN5O11S3SeSnTe in a non-equilibrium geometry. The level of theory is ωB97M-V with the def2-TZVPD basis set.

Values from the calculation:
net charge	-1
energy	-197100.74619	eV
HOMO-LUMO gap	4.14	eV
energy above the lowest of the compared OMol25 structures with the same formula, charge and spin	206.95	kcal/mol

Positions of all 113 atoms, in Å:
Sn  0.91  -1.02  -0.30
C  -0.88  3.42  6.24
C  0.60  3.41  5.85
N  0.80  2.89  4.51
C  1.16  1.56  4.36
C  1.27  0.91  3.18
C  1.71  -0.58  3.23
O  2.50  -0.89  4.13
O  1.12  -1.24  2.36
C  1.03  1.61  1.96
O  1.13  1.15  0.83
C  0.69  3.03  2.12
C  0.46  3.76  0.97
C  0.10  5.08  1.05
F  -0.17  5.75  -0.11
C  0.01  5.74  2.27
C  0.23  5.01  3.43
C  0.57  3.64  3.38
N  -0.34  7.12  2.41
C  0.14  8.11  1.46
C  -0.80  8.38  0.28
N  -2.20  8.59  0.78
C  -2.64  7.44  1.64
C  -1.69  7.38  2.84
H  -1.00  3.78  7.27
H  -1.28  2.41  6.17
H  -1.45  4.06  5.57
H  1.14  2.76  6.53
H  1.03  4.41  5.93
H  1.39  1.03  5.27
H  0.48  3.26  0.01
H  0.15  5.54  4.37
H  1.10  7.78  1.06
H  0.29  9.05  2.01
H  -0.83  7.53  -0.40
H  -0.48  9.26  -0.27
H  -2.83  8.70  -0.01
H  -2.23  9.44  1.35
H  -2.56  6.52  1.05
H  -3.68  7.59  1.95
H  -2.01  6.58  3.51
H  -1.73  8.33  3.39
O  -2.23  2.51  -1.22
S  -2.25  1.07  -0.84
O  -3.14  0.85  0.26
O  -0.87  0.57  -0.73
C  -2.91  0.22  -2.27
C  -3.44  0.97  -3.30
C  -3.92  0.34  -4.44
C  -3.88  -1.04  -4.55
C  -3.34  -1.80  -3.52
C  -2.86  -1.18  -2.37
S  -2.02  -2.26  -1.21
O  -2.70  -3.55  -1.34
O  -0.65  -2.29  -1.77
O  -2.05  -1.76  0.14
H  -3.45  2.04  -3.20
H  -4.33  0.93  -5.25
H  -4.24  -1.54  -5.44
H  -3.28  -2.88  -3.58
Te  0.23  3.24  -1.91
C  2.12  3.99  -2.68
C  3.19  4.40  -1.89
C  4.38  4.85  -2.47
C  4.51  4.88  -3.85
C  3.47  4.44  -4.65
C  2.29  4.00  -4.06
C  -0.55  5.25  -1.88
C  0.25  6.39  -2.07
C  -0.28  7.67  -1.96
C  -1.63  7.86  -1.68
C  -2.44  6.74  -1.51
C  -1.91  5.46  -1.61
H  3.11  4.37  -0.81
H  5.20  5.17  -1.84
H  5.44  5.23  -4.30
H  3.57  4.43  -5.73
H  1.47  3.65  -4.69
H  1.30  6.27  -2.28
H  0.36  8.53  -2.12
H  -2.05  8.85  -1.60
H  -3.50  6.87  -1.31
H  -2.54  4.60  -1.46
N  -0.05  -5.34  -0.90
C  0.53  -4.40  -0.09
O  1.55  -3.80  -0.40
C  -0.11  -4.21  1.27
I  -0.18  -6.05  2.34
H  0.31  -5.31  -1.84
H  -1.07  -5.30  -0.88
H  -1.13  -3.86  1.18
H  0.48  -3.51  1.87
C  4.82  1.58  1.31
S  3.86  0.87  -0.07
C  5.32  0.62  -1.14
O  3.50  -0.50  0.40
H  5.44  0.78  1.71
H  4.11  1.91  2.06
H  5.42  2.42  0.95
H  6.05  -0.01  -0.64
H  5.72  1.60  -1.40
H  4.94  0.13  -2.04
Se  2.08  -0.30  -2.69
C  0.97  -1.10  -4.02
C  0.10  -0.36  -4.81
C  -0.67  -1.00  -5.75
N  -0.66  -2.32  -5.96
C  0.18  -3.03  -5.19
C  1.02  -2.48  -4.25
H  0.02  0.71  -4.66
H  -1.35  -0.44  -6.39
H  0.17  -4.10  -5.37
H  1.67  -3.09  -3.64

2.
This record from the OMol25 dataset describes a structure of composition C43H46I2N5O3S4Ta in a non-equilibrium geometry. The level of theory is ωB97M-V with the def2-TZVPD basis set.

Values from the calculation:
net charge	+4
energy	-119991.08903	eV
HOMO-LUMO gap	4.97	eV
energy above the lowest of the compared OMol25 structures with the same formula, charge and spin	41.91	kcal/mol

Positions of all 104 atoms, in Å:
Ta  0.52  -0.62  0.29
I  -2.83  -7.00  -3.12
C  -1.96  -5.35  -2.21
C  -1.01  -5.54  -1.20
C  -0.41  -4.43  -0.63
I  0.85  -4.54  1.02
C  -0.74  -3.17  -1.10
O  -0.15  -2.05  -0.61
C  -1.76  -2.94  -2.02
C  -2.26  -1.53  -2.30
N  -1.22  -0.48  -2.25
C  -0.22  -0.73  -3.28
C  1.19  -0.38  -2.90
C  2.11  -0.38  -3.94
C  3.42  0.01  -3.73
C  3.76  0.45  -2.46
C  2.82  0.40  -1.47
N  1.54  -0.05  -1.64
C  -2.34  -4.06  -2.60
H  -0.77  -6.54  -0.87
H  -2.76  -1.53  -3.27
H  -3.01  -1.27  -1.55
H  -1.66  0.43  -2.43
H  -0.23  -1.79  -3.56
H  -0.45  -0.17  -4.19
H  1.77  -0.67  -4.93
H  4.13  0.00  -4.54
H  4.75  0.82  -2.23
H  3.07  0.77  -0.48
H  -3.12  -3.94  -3.34
O  2.42  -1.00  0.83
S  3.51  -2.17  1.00
C  3.82  -2.20  2.79
C  2.59  -2.01  3.68
C  2.68  -0.72  4.50
C  2.73  0.56  3.67
S  1.09  1.14  3.20
O  0.52  0.09  2.20
C  1.51  2.51  2.14
C  1.20  2.57  0.77
C  1.67  3.64  0.03
C  2.39  4.67  0.63
C  2.64  4.64  2.00
C  2.20  3.56  2.75
C  5.02  -1.49  0.41
C  5.86  -2.44  -0.17
C  7.13  -2.04  -0.57
C  7.51  -0.71  -0.42
C  6.64  0.23  0.14
C  5.39  -0.16  0.57
H  4.59  -1.45  2.97
H  4.29  -3.18  2.91
H  2.51  -2.86  4.37
H  1.68  -2.02  3.09
H  3.60  -0.74  5.09
H  1.87  -0.68  5.23
H  3.31  0.47  2.75
H  3.14  1.40  4.25
H  -0.63  1.84  0.34
H  1.43  3.71  -1.02
H  2.74  5.50  0.03
H  3.16  5.45  2.48
H  2.38  3.55  3.82
H  5.55  -3.47  -0.30
H  7.81  -2.76  -1.01
H  8.50  -0.40  -0.75
H  6.96  1.26  0.24
H  4.72  0.57  1.01
N  0.34  1.61  0.06
S  -1.75  3.67  -1.48
C  -3.29  3.18  -0.72
C  -3.86  4.11  0.14
C  -5.04  3.81  0.81
C  -5.66  2.58  0.62
C  -5.08  1.65  -0.24
C  -3.90  1.94  -0.90
C  -1.72  2.91  -3.09
C  -2.87  2.65  -3.84
C  -2.74  2.19  -5.14
C  -1.49  2.02  -5.73
C  -0.35  2.30  -4.98
C  -0.47  2.73  -3.67
H  0.33  1.89  -0.92
H  -3.41  5.09  0.25
H  -5.49  4.54  1.46
H  -6.59  2.36  1.12
H  -5.58  0.70  -0.42
H  -3.48  1.21  -1.59
H  -3.85  2.83  -3.43
H  -3.64  2.00  -5.73
H  -1.41  1.70  -6.76
H  0.63  2.21  -5.44
H  0.43  3.00  -3.11
C  -2.20  -2.93  4.03
N  -1.82  -1.88  3.08
C  -2.39  -1.72  1.90
N  -3.32  -2.56  1.48
S  -2.00  -0.35  0.87
H  -1.72  -2.72  4.98
H  -1.87  -3.91  3.68
H  -3.28  -2.93  4.20
H  -1.20  -1.14  3.37
H  -3.69  -3.29  2.07
H  -3.78  -2.39  0.60

3.
This record from the OMol25 dataset describes a structure of composition C43H46N6O5P2Si2Sn in a non-equilibrium geometry. The level of theory is ωB97M-V with the def2-TZVPD basis set.

Values from the calculation:
energy	-104678.83578	eV
HOMO-LUMO gap	6.95	eV

Positions of all 105 atoms, in Å:
Sn  0.64  1.51  -0.03
C  -3.14  -0.29  -3.13
Si  -2.08  0.41  -1.79
C  -1.21  4.09  -1.60
C  -4.01  2.33  -0.53
N  -1.22  -1.01  -1.23
P  -1.82  -2.14  -0.15
C  -0.30  -1.24  -0.01
P  1.22  -2.15  -0.39
N  2.13  -1.22  -1.26
Si  3.82  -1.24  -1.53
C  4.61  -2.95  -1.48
C  4.66  -0.21  -0.22
C  4.11  -0.49  -3.21
C  0.96  -3.76  -1.20
C  0.48  -4.87  -0.52
C  0.29  -6.08  -1.18
C  0.59  -6.18  -2.54
C  1.06  -5.07  -3.23
C  1.24  -3.86  -2.56
C  1.86  -2.56  1.26
C  2.70  -3.66  1.48
C  3.33  -3.82  2.70
C  3.13  -2.90  3.72
C  2.30  -1.81  3.51
C  1.67  -1.63  2.29
C  -2.41  -3.59  -1.02
C  -3.13  -4.55  -0.30
C  -3.63  -5.67  -0.96
C  -3.41  -5.83  -2.32
C  -2.69  -4.87  -3.03
C  -2.19  -3.75  -2.38
C  -3.11  -1.59  0.96
C  -2.75  -1.10  2.21
C  -3.73  -0.65  3.08
C  -5.06  -0.70  2.70
C  -5.43  -1.19  1.45
C  -4.45  -1.65  0.58
H  -3.90  0.43  -3.44
H  -3.64  -1.22  -2.82
H  -2.50  -0.53  -3.99
H  -1.98  4.87  -1.55
H  -0.50  4.36  -2.37
H  -0.71  4.08  -0.63
H  -4.16  3.40  -0.70
H  -4.29  2.11  0.49
H  -5.72  1.63  -1.18
H  4.84  -3.23  -0.45
H  5.54  -2.96  -2.05
H  3.95  -3.72  -1.90
H  4.53  -0.68  0.77
H  4.21  0.79  -0.17
H  5.73  -0.08  -0.40
H  3.75  -1.15  -4.01
H  5.17  -0.29  -3.39
H  3.57  0.46  -3.29
H  0.24  -4.80  0.54
H  -0.08  -6.94  -0.64
H  0.46  -7.12  -3.05
H  1.29  -5.15  -4.29
H  1.62  -2.99  -3.08
H  2.85  -4.38  0.69
H  3.98  -4.67  2.86
H  3.64  -3.03  4.67
H  2.14  -1.09  4.31
H  1.04  -0.77  2.11
H  -3.30  -4.42  0.76
H  -4.20  -6.41  -0.41
H  -3.81  -6.70  -2.83
H  -2.52  -5.00  -4.09
H  -1.64  -3.00  -2.92
H  -1.70  -1.05  2.48
H  -3.45  -0.25  4.05
H  -5.83  -0.33  3.37
H  -6.47  -1.22  1.16
H  -4.73  -2.05  -0.39
O  -3.19  2.40  2.11
C  -2.04  2.21  1.66
N  -1.63  2.03  0.41
C  -2.54  1.98  -0.75
O  -4.80  1.58  -1.47
C  -1.87  2.76  -1.96
C  -2.78  3.02  -3.14
C  -2.27  2.92  -4.38
C  -0.92  2.39  -4.61
C  -0.31  1.72  -3.62
N  -0.91  1.65  -2.35
C  -0.94  2.23  2.71
C  -1.23  2.67  4.00
C  -0.22  2.68  4.95
C  1.06  2.25  4.59
C  1.26  1.83  3.29
N  0.28  1.81  2.38
H  -3.80  3.36  -2.97
H  -2.88  3.18  -5.24
H  -0.47  2.47  -5.59
H  0.63  1.19  -3.75
H  -2.23  3.00  4.21
H  -0.41  3.02  5.95
H  1.87  2.24  5.30
H  2.24  1.50  2.95
O  3.08  4.76  -0.66
N  2.30  3.83  -0.56
O  1.75  3.55  0.57
O  2.06  3.04  -1.53